Record 1
{
  "formula": "C39H30N10OPt",
  "method": "ωB97M-V/def2-TZVPD",
  "charge": 2,
  "homo_lumo_gap_ha": 0.163,
  "homo_ha": -0.4782,
  "fmax_ev_per_a": 2.18,
  "spin_multiplicity": 1,
  "lumo_ha": -0.31523,
  "elements": ["Pt", "C", "C", "C", "C", "C", "N", "C", "N", "C", "C", "C", "C", "C", "C", "C", "C", "N", "C", "N", "C", "N", "C", "N", "C", "N", "C", "C", "C", "C", "C", "C", "C", "C", "C", "C", "C", "C", "N", "C", "C", "H", "H", "H", "H", "H", "H", "H", "H", "H", "H", "H", "H", "H", "H", "H", "H", "C", "C", "O", "H", "H", "H", "H", "H", "H", "C", "C", "C", "C", "N", "N", "C", "H", "H", "H", "H", "H", "H", "H", "H"],
  "positions_angstrom": [[-0.668, -0.479, 0.232], [3.947, -5.115, 0.426], [3.327, -5.565, -0.729], [2.122, -5.011, -1.169], [1.580, -3.988, -0.422], [0.394, -3.151, -0.603], [0.399, -2.178, 0.353], [1.444, -2.375, 1.204], [1.691, -1.672, 2.283], [1.036, -0.599, 2.680], [1.197, 0.036, 3.972], [1.901, -0.333, 5.102], [1.766, 0.466, 6.235], [0.976, 1.608, 6.220], [0.281, 1.994, 5.075], [0.385, 1.184, 3.960], [-0.264, 1.210, 2.663], [-1.090, 2.148, 2.246], [-1.809, 2.114, 1.149], [-1.908, 1.064, 0.286], [-2.802, 1.371, -0.703], [-3.243, 0.537, -1.608], [-2.842, -0.707, -1.790], [-1.685, -1.238, -1.295], [-1.579, -2.536, -1.714], [-0.554, -3.333, -1.486], [-2.760, -2.883, -2.481], [-3.216, -4.087, -2.985], [-4.494, -4.114, -3.541], [-5.273, -2.967, -3.608], [-4.807, -1.747, -3.121], [-3.553, -1.723, -2.541], [-3.258, 2.746, -0.512], [-4.060, 3.576, -1.264], [-4.257, 4.878, -0.798], [-3.684, 5.317, 0.385], [-2.873, 4.474, 1.149], [-2.658, 3.199, 0.671], [0.140, 0.124, 1.939], [2.224, -3.516, 0.731], [3.402, -4.073, 1.179], [4.872, -5.576, 0.745], [3.786, -6.358, -1.303], [1.643, -5.367, -2.071], [2.509, -1.226, 5.105], [2.271, 0.191, 7.150], [0.893, 2.203, 7.118], [-0.333, 2.883, 5.064], [-2.606, -4.976, -2.917], [-4.889, -5.048, -3.914], [-6.268, -3.024, -4.027], [-5.418, -0.857, -3.160], [-4.511, 3.238, -2.186], [-4.870, 5.558, -1.373], [-3.860, 6.330, 0.719], [-2.417, 4.801, 2.073], [3.887, -3.705, 2.073], [0.376, 4.923, -1.233], [0.853, 3.642, -0.572], [0.067, 2.507, -0.937], [1.016, 5.754, -0.938], [-0.654, 5.152, -0.958], [0.431, 4.825, -2.318], [0.774, 3.715, 0.517], [1.903, 3.470, -0.841], [0.030, 2.480, -1.900], [4.789, 0.989, 0.299], [3.634, 0.428, -0.449], [3.569, -0.357, -1.576], [2.197, -0.539, -1.850], [1.470, 0.102, -0.939], [2.351, 0.659, -0.089], [1.599, -1.232, -3.024], [5.723, 0.642, -0.133], [4.754, 0.688, 1.347], [4.778, 2.080, 0.265], [4.398, -0.745, -2.143], [2.028, 1.317, 0.600], [2.192, -1.027, -3.913], [0.581, -0.883, -3.192], [1.576, -2.313, -2.889]]
}

=====

Record 2
{
  "formula": "C39H30N2O4P2Pd",
  "method": "ωB97M-V/def2-TZVPD",
  "charge": 0,
  "homo_lumo_gap_ha": 0.267,
  "homo_ha": -0.2900,
  "fmax_ev_per_a": 0.60,
  "spin_multiplicity": 1,
  "lumo_ha": -0.02348,
  "elements": ["Pd", "N", "P", "C", "C", "C", "C", "C", "C", "C", "C", "C", "C", "C", "C", "P", "C", "C", "C", "C", "C", "C", "C", "C", "C", "C", "C", "C", "H", "H", "H", "H", "H", "H", "H", "H", "H", "H", "H", "H", "H", "H", "H", "H", "H", "H", "H", "H", "H", "O", "C", "O", "C", "C", "C", "C", "C", "C", "N", "O", "O", "H", "H", "H", "H", "C", "C", "C", "C", "C", "C", "C", "C", "H", "H", "H", "H", "H"],
  "positions_angstrom": [[0.317, -0.603, -1.361], [0.711, 1.093, 1.195], [0.437, -0.599, 1.467], [-1.233, -0.635, 2.179], [-2.177, -1.369, 1.470], [-3.513, -1.360, 1.856], [-3.898, -0.618, 2.959], [-2.957, 0.115, 3.679], [-1.630, 0.112, 3.289], [1.533, -0.871, 2.897], [2.771, -0.234, 2.989], [3.649, -0.545, 4.018], [3.304, -1.501, 4.961], [2.077, -2.146, 4.873], [1.197, -1.835, 3.849], [0.452, 1.412, -0.427], [1.731, 2.553, -0.981], [2.223, 3.559, -0.150], [3.244, 4.383, -0.593], [3.768, 4.215, -1.869], [3.266, 3.231, -2.706], [2.247, 2.398, -2.264], [-1.178, 2.123, -0.634], [-1.705, 1.654, -1.964], [-3.217, 1.316, -2.002], [-4.005, 1.897, -0.861], [-3.435, 2.448, 0.212], [-1.982, 2.434, 0.384], [1.265, 1.667, 1.814], [-1.872, -1.926, 0.593], [-4.241, -1.919, 1.280], [-4.937, -0.603, 3.264], [-3.266, 0.695, 4.540], [-0.898, 0.691, 3.842], [3.064, 0.507, 2.253], [4.604, -0.039, 4.079], [3.989, -1.745, 5.762], [1.803, -2.891, 5.608], [0.239, -2.337, 3.790], [1.814, 3.704, 0.843], [3.635, 5.155, 0.057], [4.575, 4.851, -2.209], [3.681, 3.098, -3.697], [1.864, 1.609, -2.899], [-1.297, 2.203, -2.818], [-3.695, 1.560, -2.953], [-5.087, 1.860, -0.919], [-4.047, 2.845, 1.012], [-1.581, 2.562, 1.383], [1.578, -4.063, -2.843], [1.270, -2.971, -2.417], [0.086, -2.511, -2.186], [2.345, -1.923, -2.165], [2.790, -1.668, -0.867], [3.740, -0.674, -0.635], [4.229, 0.035, -1.709], [3.844, -0.234, -3.017], [2.890, -1.204, -3.239], [5.176, 1.133, -1.459], [5.364, 1.463, -0.304], [5.732, 1.627, -2.419], [2.428, -2.270, -0.045], [4.097, -0.458, 0.362], [4.274, 0.340, -3.825], [2.554, -1.421, -4.244], [-1.462, 0.153, -1.909], [-2.776, -0.156, -1.882], [-3.592, -1.354, -1.706], [-3.022, -2.629, -1.666], [-3.817, -3.744, -1.457], [-5.191, -3.612, -1.290], [-5.768, -2.352, -1.354], [-4.975, -1.234, -1.565], [-1.957, -2.743, -1.827], [-3.359, -4.725, -1.433], [-5.807, -4.487, -1.127], [-6.839, -2.238, -1.242], [-5.438, -0.256, -1.614]]
}

=====

Record 3
{
  "formula": "C39H31BF4N3O2V",
  "method": "ωB97M-V/def2-TZVPD",
  "charge": -1,
  "homo_lumo_gap_ha": [0.189, 0.178],
  "homo_ha": [-0.1101, -0.1017],
  "s2": 0.8056,
  "fmax_ev_per_a": 2.79,
  "spin_multiplicity": 2,
  "lumo_ha": [0.07910, 0.07672],
  "elements": ["V", "O", "C", "C", "C", "C", "C", "C", "C", "C", "C", "O", "C", "C", "C", "C", "C", "C", "C", "C", "C", "C", "C", "C", "N", "C", "C", "C", "C", "C", "C", "C", "C", "C", "C", "C", "C", "H", "H", "H", "H", "H", "H", "H", "H", "H", "H", "H", "H", "H", "H", "H", "H", "H", "H", "H", "H", "H", "H", "H", "H", "H", "H", "H", "N", "C", "C", "C", "C", "N", "C", "C", "H", "H", "H", "H", "F", "B", "F", "F", "F"],
  "positions_angstrom": [[0.705, 0.892, 0.567], [0.878, -0.664, 1.283], [0.006, -1.598, 1.765], [-1.246, -0.860, 2.303], [-1.964, -0.132, 1.208], [-3.318, -0.325, 1.034], [-4.011, 0.341, 0.025], [-3.267, 1.206, -0.778], [-1.918, 1.377, -0.561], [-1.139, 2.264, -1.485], [-0.032, 1.405, -2.152], [0.806, 1.004, -1.154], [0.782, 2.181, -3.194], [0.250, 3.136, -4.049], [1.060, 3.773, -4.974], [2.403, 3.460, -5.062], [2.938, 2.502, -4.217], [2.134, 1.866, -3.292], [-0.659, 0.226, -2.902], [-0.156, -1.050, -2.695], [-0.693, -2.130, -3.369], [-1.743, -1.952, -4.251], [-2.238, -0.680, -4.477], [-1.694, 0.404, -3.813], [-1.238, 0.713, 0.419], [0.687, -2.419, 2.872], [0.004, -3.415, 3.560], [0.674, -4.241, 4.443], [2.034, -4.084, 4.649], [2.716, -3.081, 3.982], [2.046, -2.251, 3.101], [-0.288, -2.649, 0.699], [0.796, -3.061, -0.071], [0.665, -4.096, -0.974], [-0.560, -4.728, -1.129], [-1.646, -4.311, -0.381], [-1.511, -3.280, 0.535], [-0.878, -0.132, 3.035], [-1.926, -1.546, 2.810], [-3.850, -0.983, 1.705], [-5.068, 0.190, -0.133], [-3.750, 1.752, -1.575], [-0.623, 3.055, -0.933], [-1.813, 2.717, -2.211], [-0.796, 3.402, -4.007], [0.635, 4.520, -5.631], [3.031, 3.960, -5.785], [3.985, 2.249, -4.278], [2.546, 1.131, -2.617], [0.656, -1.178, -1.991], [-0.291, -3.117, -3.199], [-2.175, -2.800, -4.764], [-3.050, -0.526, -5.174], [-2.085, 1.389, -4.012], [-1.053, -3.563, 3.392], [0.132, -5.018, 4.964], [2.560, -4.748, 5.323], [3.779, -2.949, 4.139], [2.571, -1.468, 2.569], [1.738, -2.545, 0.055], [1.517, -4.407, -1.561], [-0.670, -5.536, -1.838], [-2.606, -4.791, -0.508], [-2.372, -2.975, 1.109], [-1.293, 5.476, 5.770], [-0.830, 4.795, 4.954], [-0.298, 3.974, 3.975], [0.182, 2.666, 4.255], [0.600, 1.868, 3.232], [0.568, 2.236, 1.925], [0.252, 3.530, 1.673], [-0.182, 4.405, 2.623], [0.215, 2.316, 5.277], [1.028, 0.894, 3.429], [0.396, 3.857, 0.649], [-0.435, 5.425, 2.367], [2.762, 2.448, 0.228], [3.507, 1.352, 0.703], [3.205, 0.237, -0.091], [4.843, 1.631, 0.684], [3.074, 1.065, 1.998]]
}

=====

Number 3 is which compound?
C39H31BF4N3O2V